Formula: C7H12N
Source: the OMol25 dataset
Level of theory: wB97M-V/def2-TZVPD

Structure (XYZ):
```
20
Properties=species:S:1:pos:R:3:lowdin_charge:R:1
H 0.11689 1.66083 -0.24358 0.10
H -2.36195 -1.13752 -0.39403 0.11
C -0.49589 0.82767 -0.52639 -0.09
C 0.43146 -1.44469 0.09674 0.03
H 4.12028 0.74782 -0.71785 0.08
C -0.44122 -0.34472 0.53159 -0.31
C 3.32457 1.08372 -0.06880 -0.01
H 0.74884 -3.11369 -0.87653 0.15
H -0.05817 0.09044 1.56334 0.17
H -2.71077 1.44400 -0.74611 0.12
H -0.96399 -2.46201 -0.91153 0.14
C -1.97048 1.00057 -0.09780 -0.15
H -2.59079 -0.54021 1.37047 0.14
H -0.44206 0.48133 -1.46237 0.08
C 2.38432 0.36257 0.44690 0.11
H 3.40279 2.13301 0.42565 0.14
H 1.50443 0.49937 1.12262 0.03
N 0.02615 -2.44426 -0.61537 0.19
H -2.00898 1.59099 0.70682 0.07
C -2.01545 -0.43523 0.39623 -0.10
```

Output
Lowest unoccupied orbital energy (spin up / spin down) = -0.2223 / -0.1811 hartree
DFT total energy = -328.17320 a.u.
Frontier orbital gap (spin up / spin down) = 7.05 / 9.21 eV
Charge = +1
Energy relative to the best compared isomer or geometry (same formula, charge and spin) = 6.9546 eV
Max |F| = 4.55 eV/Å

***

Formula: C3H7NO4
Source: the OMol25 dataset
Level of theory: wB97M-V/def2-TZVPD

Structure (XYZ):
```
15
Properties=species:S:1:pos:R:3:lowdin_charge:R:1
C -1.86087 -0.51440 -0.17867 -0.34
H -0.04965 -1.69973 -1.02540 0.10
C 0.77203 -0.57020 0.24768 -0.69
N -2.88889 0.29859 0.07904 0.15
H 1.30410 -0.13480 1.99743 0.12
O -0.10300 0.36289 0.15533 0.00
H -2.79785 1.01832 0.77313 0.10
O -1.84519 -1.41721 -0.98446 0.05
H -3.71469 0.28849 -0.51122 0.12
H 1.76719 1.47496 -1.25449 0.02
H 2.14016 1.82599 0.51136 0.02
C 2.16997 1.13013 -0.31492 0.08
H 3.01542 0.45719 -0.35955 0.03
O 1.26754 -0.92777 1.44663 0.12
O 0.82372 -1.59246 -0.58190 0.13
```

Output
Lowest unoccupied orbital energy (spin up / spin down) = -0.0067 / 0.0072 hartree
DFT total energy = -474.09706 a.u.
Frontier orbital gap (spin up / spin down) = 7.04 / 8.46 eV
Charge = 0
Energy relative to the best compared isomer or geometry (same formula, charge and spin) = 5.1486 eV
Max |F| = 1.63 eV/Å

***

Formula: C25H28F3N4O4S4Sr
Source: the OMol25 dataset
Level of theory: wB97M-V/def2-TZVPD

Structure (XYZ):
```
69
Properties=species:S:1:pos:R:3:lowdin_charge:R:1
H -2.76238 1.92964 -3.71023 0.05
H 0.15847 1.71550 4.52038 0.09
C 1.45696 -0.68910 -2.76280 -0.14
C -3.74040 1.89636 -3.22186 -0.16
N -2.85538 2.32300 -0.92265 0.00
H 0.40712 -6.51429 1.57529 0.09
H -4.14197 -0.12369 -3.74525 0.08
H 3.72132 4.84340 5.89951 0.09
C 2.08467 4.48032 4.56656 -0.06
H 0.09398 5.04894 2.92154 0.06
H 3.23792 -3.38203 1.12767 0.08
H 2.20790 5.42246 4.04511 0.11
H 4.28489 1.62752 -3.93948 0.09
C 3.02938 -0.86535 0.71049 -0.03
H -0.83674 3.56021 3.16468 0.02
C 1.58827 -1.30220 0.72625 -0.25
H -4.51891 0.97598 -4.96517 0.16
H 3.46238 2.68044 7.08193 0.09
H 4.76734 -0.76665 -3.49846 0.09
S -1.39175 1.29108 2.00670 0.42
C 1.07319 3.61189 4.16962 -0.29
Sr -1.61728 -0.50926 -0.40960 1.30
N 0.65070 -0.42524 0.71970 -0.10
H 1.67069 1.11645 6.38304 0.10
C 1.95947 -5.04062 1.35868 -0.13
S -3.15265 -2.11834 -2.21977 0.52
H -4.23674 2.86417 -3.31088 0.13
C 2.79453 2.94220 6.27076 -0.11
F -2.77660 -4.48693 -1.15093 0.17
H -3.02455 0.50819 -1.88488 -0.02
O -1.16565 -2.46316 0.56930 -0.31
H 2.01395 2.51741 -3.61239 0.09
N 1.09277 0.91892 0.83495 -0.08
C 1.20576 -2.76429 0.83244 -0.08
C 0.16667 3.96332 3.01763 -0.50
S -0.47534 1.30702 -2.77492 0.53
H -5.50938 0.81511 -3.64960 0.16
C -3.38585 -3.94211 -2.18652 -0.67
C -0.38652 -4.59448 1.10692 -0.04
C 0.93321 2.39935 4.84069 -0.04
H 3.22507 -0.16443 1.52131 0.08
C 2.73344 -1.19879 -2.93729 -0.11
C 2.21536 1.46860 -3.43550 -0.14
C 1.16605 0.65453 -3.00957 -0.68
C 2.20987 -3.70362 1.09902 -0.07
H -4.54502 1.17035 -1.33288 0.13
O -1.71522 -1.87482 -2.34750 -0.42
C -0.15897 -3.22564 0.82234 -0.38
F -4.68607 -4.23810 -2.12401 0.14
S 0.75014 3.39651 1.41261 0.84
H -1.93281 2.53219 -1.30249 -0.01
C 1.78981 2.06760 5.88061 -0.09
H 2.77690 -5.71658 1.56696 0.08
F -2.89625 -4.46308 -3.31663 0.14
H 0.66529 -1.34890 -2.42759 0.08
C 0.63717 -5.47532 1.36560 -0.12
N -4.53848 0.83171 -3.95710 0.17
C -3.58551 1.42746 -1.79330 -0.36
H -1.41820 -4.92129 1.11017 0.10
C 3.76680 -0.37599 -3.36715 -0.13
H 3.73021 -1.68579 0.76471 0.05
O -3.73530 -1.61833 -0.95859 -0.40
C 0.19394 1.66912 1.37724 -1.11
C 2.93891 4.15317 5.60846 -0.10
O -3.91481 -1.71340 -3.39360 -0.31
H -3.37385 3.17556 -0.75669 0.08
C 3.49381 0.96360 -3.61329 -0.12
H 2.91436 -2.24568 -2.72742 0.10
H 3.20990 -0.31176 -0.21288 0.08
```

Output
Lowest unoccupied orbital energy = 0.0472 hartree
DFT total energy = -3412.67079 a.u.
Frontier orbital gap = 5.42 eV
Charge = -1
Energy relative to the best compared isomer or geometry (same formula, charge and spin) = 2.6487 eV
Max |F| = 3.41 eV/Å

***

Formula: C20H43IN10O20PS
Source: the OMol25 dataset
Level of theory: wB97M-V/def2-TZVPD

Structure (XYZ):
```
96
Properties=species:S:1:pos:R:3:lowdin_charge:R:1
C -1.43445 1.10804 -2.66694 0.05
H 6.19415 -1.22796 0.82187 0.10
C -2.19408 0.69866 2.15392 -0.16
H -1.99477 0.76160 6.28478 0.10
H -3.57945 2.31326 1.70190 0.08
H -3.01946 -1.58725 4.74083 0.12
C -3.83890 0.47094 4.99764 -0.17
O -0.89556 2.84608 -1.21473 -0.03
H 3.05721 -5.21531 5.19291 0.11
H -1.18696 5.69846 2.91938 0.11
C -5.76332 -1.53068 -0.51922 -0.16
N 1.87778 1.72219 -7.32296 -0.43
H 3.51255 2.01954 -3.90650 0.10
H 1.72909 -4.49084 4.23928 0.06
N -1.12878 1.16560 1.41693 0.11
N -0.81159 2.42431 -2.36279 -0.43
H 2.41249 1.73889 -9.36722 0.04
C -3.23466 -0.69894 4.10804 -0.11
O 2.02420 1.22711 -11.06804 0.04
O 2.27061 1.79183 -6.17224 0.03
H 1.24130 1.74915 -13.27650 0.10
O 0.26591 -2.63900 4.57969 0.08
O 1.81796 3.18062 1.00568 -0.24
H 1.75672 -6.25644 4.52205 0.10
C 2.36055 -5.36390 4.37090 0.04
O -1.30100 -6.58145 4.37188 0.05
H 2.38251 3.12431 -13.37010 0.10
H -4.75580 -1.86989 -0.85090 0.05
H 3.60253 1.33152 -2.25768 0.07
O -0.83206 -1.40263 6.03729 0.09
H -0.20995 -5.60873 2.22894 0.09
I 2.45474 -0.60657 3.23468 1.08
C -0.70504 -6.57387 2.13935 0.04
O 0.72002 1.58087 -7.66498 0.07
N -1.71501 -6.66148 3.22900 -0.45
N 4.24545 0.06075 -3.80691 -0.43
H -3.43968 1.98760 7.94327 0.07
C -3.62704 1.19175 1.74714 -0.38
O -3.87719 4.51792 3.50746 0.05
H 2.32692 0.77823 -3.38370 0.09
N -2.72371 4.65785 3.86933 -0.46
H -2.17532 4.66014 1.84755 0.09
H -1.88919 0.71728 -1.76159 0.02
H -4.40987 0.90295 2.47855 0.08
H -6.24880 0.06572 0.95040 0.08
N 6.69944 0.76200 0.42417 -0.43
H -3.80775 1.45937 4.45903 0.10
S -3.96189 0.56931 0.04239 0.88
C 3.35007 1.13504 -3.29561 0.04
H -1.21185 -6.66020 1.18303 0.10
N 3.16142 -5.56742 3.13446 -0.45
H 3.49120 1.03244 0.83337 0.01
H -2.18542 1.27142 -3.43649 0.11
H -0.64591 0.44703 -3.02022 0.10
C 6.38098 -0.61073 -0.05449 0.05
H 2.88643 1.49603 -13.93346 0.10
P 1.43053 1.63146 0.50855 0.89
H -6.16069 -2.22124 0.26646 0.08
N 2.79714 1.74014 -11.85978 -0.42
O 5.84074 1.33534 1.08314 0.02
H -4.04453 -0.97451 3.37850 0.12
O -2.87586 -6.80544 2.90575 0.07
C -1.69210 4.74089 2.81791 0.04
H -1.33346 1.82089 0.64373 0.12
H 5.49694 -0.54180 -0.68533 0.07
C -0.34926 -1.62776 4.76662 -0.48
H -3.33651 -0.15763 7.08413 0.11
H -0.91841 -2.30152 6.41285 0.15
O 2.78331 0.67775 0.24091 -0.35
C -1.99713 -0.21769 3.28940 -0.03
H -1.00947 3.90857 2.98020 0.08
C 2.90553 1.81771 -8.39445 0.04
H -6.45119 -1.60672 -1.39480 0.07
H -6.21738 0.59252 -0.80525 0.07
H 3.60573 0.99765 -8.24971 0.11
O 3.92338 -6.50994 3.12164 0.08
C 0.44855 -0.07099 2.76441 -0.53
H -4.91750 0.26714 5.23449 0.13
H -0.00187 -7.39231 2.27790 0.10
O 4.09483 -0.28227 -4.95739 0.08
H 1.86932 3.21368 1.98148 0.07
N -3.57829 1.98816 6.93130 -0.01
C 2.28255 2.05179 -13.22001 0.05
C -0.63394 -0.64104 3.61172 -0.04
C 0.18882 0.82295 1.66074 -0.34
O -2.33672 4.72531 5.00905 0.09
C -5.70569 -0.01908 -0.01927 -0.49
O 3.95569 2.02003 -11.63204 0.08
O 7.77878 1.21933 0.13284 0.10
O -0.26103 2.99021 -3.27380 0.11
H 3.39989 2.78132 -8.28703 0.11
C -3.10776 0.67762 6.37556 -0.28
H -4.58227 1.99802 6.72200 0.07
H 7.22801 -0.98799 -0.61886 0.10
O 5.06813 -0.39901 -3.03014 0.04
O 2.99548 -4.77410 2.22280 0.04
```

Output
Lowest unoccupied orbital energy = -0.1766 hartree
DFT total energy = -3876.43967 a.u.
Frontier orbital gap = 6.90 eV
Charge = +1
Max |F| = 4.30 eV/Å

***

Formula: C24H50ClIP2Si2V
Source: the OMol25 dataset
Level of theory: wB97M-V/def2-TZVPD

Structure (XYZ):
```
81
Properties=species:S:1:pos:R:3:lowdin_spin:R:1
C -1.43033 3.59811 -0.95825 0.00
H -0.96803 3.30623 -1.91570 0.00
H -1.82103 -5.36457 1.05808 0.00
C -0.09583 4.74297 2.29103 0.00
H 0.40299 2.07131 3.13181 0.00
H -0.40343 -5.63433 -0.00615 0.00
C 2.05652 -0.13687 -1.57010 -0.01
H 3.12164 -0.12184 -1.39160 0.00
C -0.63813 2.41192 3.04598 0.00
C 1.26112 -1.30747 -1.61707 0.03
H -2.20661 -0.89900 0.07705 0.01
H 4.15013 -2.20650 -0.27545 0.00
C -0.06603 -0.88690 -2.00802 0.00
H -3.30998 3.09652 0.06874 0.00
H 2.08208 3.51966 -4.05389 0.00
P -0.31176 -2.61824 0.75878 0.00
C -1.40498 -5.19070 0.05299 0.00
H 4.29793 -2.54420 -2.01793 0.00
Si 1.98394 -2.99437 -1.22315 0.01
H 4.25758 -3.89011 -0.85671 0.00
C 1.45453 3.77954 -3.18946 0.00
H 2.03041 -2.97982 1.23218 0.00
H 1.64990 -5.28936 -2.10661 0.00
H 0.97841 4.57700 2.41014 0.00
H -2.96760 2.07848 -1.35595 0.00
H -1.26893 -1.01397 3.06508 0.00
C -0.09992 -4.27267 3.07899 0.00
H -0.96879 -2.08664 4.43520 0.00
H -2.97059 -2.28379 -0.97715 0.00
H -0.89331 1.14622 -2.46812 0.00
H -2.16955 0.85870 -0.10014 0.01
C 3.85105 -2.89257 -1.07824 0.00
H 4.15310 2.13002 -0.66861 0.00
H 1.29785 4.54882 -0.15225 0.00
H -0.96956 -3.58976 -1.31524 0.00
C 1.46665 -4.27309 -2.48355 0.00
H -0.23990 5.52918 1.53986 0.00
H -1.26175 1.53106 2.84455 0.00
H -1.82065 5.46854 0.11013 0.00
C -1.40436 5.12078 -0.84887 0.00
H -2.04437 -5.73410 -0.66184 0.00
H 1.59911 4.84906 -2.97985 0.00
C -2.88222 -3.20603 -0.39580 0.00
C -0.82411 -3.05674 2.50436 0.00
V 0.47979 -0.01472 -0.20924 0.89
H -0.96347 2.82549 4.00745 0.00
H 4.29401 2.15957 -2.44404 0.00
H 0.40856 3.61785 -3.47410 0.00
C -2.77031 0.02230 0.29304 0.02
H -1.89903 3.64942 1.82212 0.00
H -1.90323 -3.27879 2.42545 0.00
H -3.31323 -3.04257 0.60233 0.00
H 4.25508 3.68712 -1.53448 0.00
C -1.43250 -3.71048 -0.32184 0.00
C 1.31709 -3.41051 0.51057 0.00
Cl -2.90936 0.20150 2.04400 0.00
Si 1.98148 2.73823 -1.72969 0.01
H 2.03313 3.14831 0.69078 0.00
C 1.31867 3.44842 -0.09263 0.00
C -2.87972 3.08666 -0.94254 0.00
H 0.97375 -4.08743 3.16955 0.00
C -0.64508 -1.84591 3.41608 0.00
C -0.06628 0.52589 -2.13400 0.00
H -3.49141 3.74185 -1.57484 0.00
H 1.29553 -4.50454 0.64053 0.00
H -0.40349 5.54858 -0.98540 0.00
H -0.24169 -5.17763 2.47558 0.00
C 3.84973 2.66576 -1.57755 0.00
H -0.89418 -1.55805 -2.22892 0.00
H 2.07059 -4.13919 -3.39229 0.00
H -0.48866 5.12244 3.24503 0.00
H 0.39603 -1.49507 3.44081 0.00
P -0.30880 2.71099 0.29380 0.00
H -3.76344 -0.00864 -0.18594 0.00
C 1.26182 1.00784 -1.82341 0.03
I 2.22610 0.13304 1.84603 -0.01
H -3.49379 -3.95947 -0.90701 0.00
H 0.41139 -4.19158 -2.76771 0.00
H -0.49384 -4.48185 4.08371 0.00
C -0.81959 3.44512 1.93745 0.00
H -2.04479 5.52954 -1.64798 0.00
```

Output
Lowest unoccupied orbital energy (spin up / spin down) = 0.0128 / 0.0156 hartree
2S+1 = 2
DFT total energy = -3908.11643 a.u.
Frontier orbital gap (spin up / spin down) = 6.96 / 6.62 eV
Charge = 0
Energy relative to the best compared isomer or geometry (same formula, charge and spin) = 0.0000 eV
Max |F| = 4.23 eV/Å

***

Formula: C4H12
Source: the OMol25 dataset
Level of theory: wB97M-V/def2-TZVPD

Structure (XYZ):
```
16
Properties=species:S:1:pos:R:3:lowdin_charge:R:1
H -0.69069 -2.98996 -0.14529 0.05
H 1.04084 1.33659 2.68807 0.06
H -0.23421 0.89208 1.63309 0.04
H -0.80900 -0.64416 -0.42158 0.05
H -1.48454 -0.78019 -2.05091 0.05
C -1.01273 -2.67361 -1.12766 -0.16
C 1.34959 2.11102 0.65581 -0.17
C 0.47375 1.68311 1.81467 -0.18
H -0.50052 -3.23331 -1.90467 0.06
C -0.75589 -1.16931 -1.37192 -0.16
H -0.08683 2.52495 2.23411 0.06
H -2.08974 -2.84822 -1.12718 0.06
H 0.18335 -0.95877 -1.88597 0.06
H 0.75456 2.32913 -0.23994 0.06
H 2.06735 1.32525 0.43211 0.06
H 1.79470 3.09541 0.81727 0.06
```

Output
SMILES = CC.CC
Lowest unoccupied orbital energy = 0.0416 hartree
DFT total energy = -159.57532 a.u.
Frontier orbital gap = 12.78 eV
Charge = 0
Energy relative to the best compared isomer or geometry (same formula, charge and spin) = 0.2626 eV
Max |F| = 1.49 eV/Å